Entry from OMol25: a structure of composition C11H18O3PRuS3SbSe4 (wB97M-V/def2-TZVPD).

Atoms and positions in Å:
Ru: 0.063 1.181 -0.655
C: 5.283 2.806 2.155
C: 5.283 1.985 0.886
O: 4.261 0.973 0.973
P: 3.011 1.007 -0.012
S: 1.699 -0.398 0.493
S: 2.142 2.788 -0.161
O: 3.771 0.633 -1.386
C: 3.048 0.618 -2.624
C: 4.018 0.241 -3.719
H: 6.072 3.559 2.111
H: 5.454 2.169 3.022
H: 4.323 3.309 2.271
H: 6.224 1.451 0.743
H: 5.103 2.610 0.009
H: 2.616 1.604 -2.795
H: 2.239 -0.113 -2.548
H: 4.839 0.957 -3.766
H: 3.500 0.243 -4.679
H: 4.431 -0.752 -3.546
Se: -5.379 4.579 0.686
Sb: -4.696 2.614 -0.569
Se: -1.450 2.056 -2.514
Se: -1.937 2.939 -0.405
Se: -5.719 1.504 1.398
C: -2.459 -0.135 1.980
S: -2.670 -0.471 0.233
O: -1.259 -0.755 -0.253
C: -3.409 -2.099 0.398
C: -4.756 -2.217 0.702
C: -5.306 -3.483 0.828
C: -4.517 -4.610 0.636
C: -3.175 -4.474 0.313
C: -2.612 -3.212 0.191
H: -1.866 -0.946 2.396
H: -3.438 -0.038 2.445
H: -1.926 0.814 2.034
H: -5.364 -1.328 0.838
H: -6.355 -3.586 1.072
H: -4.953 -5.597 0.729
H: -2.563 -5.353 0.155
H: -1.570 -3.073 -0.066

Properties
- <S²>: 8.780
- HOMO energy (spin up / spin down): -4.366 / -4.531 eV
- Net charge: -1
- Kohn-Sham gap (spin up / spin down): 6.857 / 6.002 eV
- LUMO level (spin up / spin down): 2.5 / 1.5 eV
- Multiplicity: 6
- Electronic energy: -12132.63676 Ha
- Relative energy (zero: lowest compared OMol25 entry of this formula, charge and spin): 43.7 kJ/mol

=====

Entry from OMol25: a structure of composition C11H18OPtS (wB97M-V/def2-TZVPD).

Atoms and positions in Å:
Pt: -0.430 0.971 0.555
C: 1.192 -0.552 3.487
C: 1.297 0.435 2.379
C: 2.224 0.280 1.366
C: 2.208 1.163 0.300
C: 3.061 0.932 -0.894
C: 1.300 2.306 0.317
C: 0.568 2.680 1.458
C: -0.072 4.027 1.611
C: 0.417 1.629 2.396
H: 1.058 -1.560 3.091
H: 0.392 -0.325 4.187
H: 2.145 -0.552 4.026
H: 2.896 -0.568 1.365
H: 2.520 0.302 -1.609
H: 3.968 0.399 -0.612
H: 3.314 1.864 -1.399
H: 1.331 2.991 -0.521
H: -0.492 4.378 0.669
H: 0.697 4.735 1.923
H: -0.855 4.012 2.366
H: -0.242 1.769 3.243
C: -3.660 -2.157 0.768
S: -3.265 -0.497 1.205
C: -4.529 0.383 0.353
O: -1.957 -0.256 0.368
H: -4.598 -2.398 1.272
H: -2.856 -2.785 1.146
H: -3.757 -2.227 -0.315
H: -5.468 0.167 0.869
H: -4.559 0.056 -0.686
H: -4.297 1.443 0.439

Properties
- HOMO energy: -16.351 eV
- Net charge: +2
- Kohn-Sham gap: 6.856 eV
- LUMO level: -9.5 eV
- Electronic energy: -1022.02022 Ha

=====

Entry from OMol25: a cluster of 2 separate species, C11H18Si in total in a non-equilibrium geometry (wB97M-V/def2-TZVPD).

Atoms and positions in Å:
C: 1.493 -0.012 2.888
C: 1.185 -0.208 1.742
C: -2.217 0.159 1.899
C: 1.274 -1.337 -2.493
C: -1.816 -0.464 0.764
C: 1.155 -1.485 -1.216
C: -2.623 -1.498 0.045
C: 1.278 -2.871 -0.629
C: 1.349 2.635 0.435
C: -0.657 2.182 -1.072
C: 0.747 1.707 -0.597
Si: 0.584 -0.079 0.003
H: 1.716 0.304 3.888
H: -1.892 1.067 2.390
H: -3.161 -0.137 2.405
H: 1.224 -0.316 -2.949
H: 1.514 -2.242 -3.089
H: -3.582 -1.683 0.611
H: -2.087 -2.494 -0.200
H: -2.811 -0.926 -0.804
H: 1.639 -3.582 -1.282
H: 0.280 -2.997 -0.277
H: 1.961 -2.839 0.186
H: 1.280 3.708 0.210
H: 0.865 2.564 1.403
H: 2.351 2.338 0.552
H: -1.072 2.438 -0.119
H: -1.069 1.256 -1.604
H: -0.505 3.057 -1.701
H: 1.597 1.757 -1.389

Properties
- HOMO energy: -8.422 eV
- Net charge: 0
- Kohn-Sham gap: 9.064 eV
- LUMO level: 0.6 eV
- Electronic energy: -719.22303 Ha
- Relative energy (zero: lowest compared OMol25 entry of this formula, charge and spin): 577.8 kJ/mol

=====

Entry from OMol25: a structure of composition C11H19AlNO3S (wB97M-V/def2-TZVPD).

Atoms and positions in Å:
O: -1.652 5.951 0.958
S: -1.684 5.296 2.253
O: -0.479 5.409 3.039
C: -2.215 3.642 2.068
Al: -1.077 2.277 3.112
C: 0.811 2.163 2.395
C: 0.958 1.488 1.062
C: 0.380 0.239 0.792
C: 0.511 -0.363 -0.457
C: 1.205 0.255 -1.478
C: 1.796 1.492 -1.232
C: 1.674 2.091 0.019
H: -2.655 5.883 3.006
H: -3.248 3.584 2.413
H: -2.236 3.495 0.993
H: -1.847 0.849 3.102
H: -1.036 2.784 4.655
H: 1.453 1.695 3.139
H: 1.147 3.192 2.277
H: -0.183 -0.251 1.571
H: 0.052 -1.326 -0.634
H: 1.281 -0.208 -2.448
H: 2.347 1.989 -2.016
H: 2.136 3.050 0.199
C: 0.909 -3.240 -2.564
O: 0.773 -2.523 -3.534
N: 0.292 -4.429 -2.403
C: 0.484 -5.240 -1.219
C: -0.594 -4.897 -3.453
H: 1.556 -2.963 -1.716
H: 0.901 -6.214 -1.486
H: -0.467 -5.393 -0.704
H: 1.170 -4.739 -0.539
H: -0.048 -4.997 -4.392
H: -1.404 -4.183 -3.609
H: -1.011 -5.861 -3.171

Properties
- HOMO energy: -4.812 eV
- Net charge: -1
- Kohn-Sham gap: 7.130 eV
- LUMO level: 2.3 eV
- Electronic energy: -1351.66965 Ha

=====

Entry from OMol25: a structure of composition C11H19AuClINOP in a non-equilibrium geometry (wB97M-V/def2-TZVPD).

Atoms and positions in Å:
C: 0.291 -2.117 -0.333
I: -0.106 2.849 0.165
H: -0.689 -2.611 -0.285
H: 0.924 -2.403 0.513
H: 0.792 -2.285 -1.292
Au: -0.057 -0.036 -0.113
P: -0.239 0.401 -2.492
C: 1.375 0.858 -3.195
C: -0.812 -1.078 -3.372
H: -2.291 1.592 -2.259
H: -1.678 1.670 -3.953
H: -0.945 2.707 -2.661
C: -1.405 1.737 -2.890
H: -1.724 -1.434 -2.876
H: -1.025 -0.791 -4.411
H: 1.250 1.024 -4.274
H: 2.098 0.048 -3.025
H: -0.034 -1.852 -3.342
H: 1.731 1.777 -2.711
C: 1.948 0.061 -0.138
O: 3.012 0.434 0.077
Cl: -2.448 -0.244 -0.377
C: 0.104 -0.745 6.405
C: 0.087 -0.602 4.914
C: 0.851 0.395 4.301
C: 0.848 0.498 2.913
N: 0.079 -0.295 2.158
C: -0.694 -1.231 2.728
C: -0.690 -1.437 4.102
H: 1.115 -0.944 6.779
H: -0.240 0.170 6.900
H: -0.542 -1.562 6.730
H: 1.450 1.091 4.878
H: 1.406 1.296 2.409
H: -1.347 -1.810 2.067
H: -1.308 -2.231 4.512

Properties
- <S²>: 2.013
- HOMO energy (spin up / spin down): -14.816 / -16.315 eV
- Net charge: +2
- Kohn-Sham gap (spin up / spin down): 5.743 / 5.371 eV
- LUMO level (spin up / spin down): -9.1 / -10.9 eV
- Multiplicity: 3
- Electronic energy: -1794.78864 Ha
- Relative energy (zero: lowest compared OMol25 entry of this formula, charge and spin): 0.0 kJ/mol

=====

Entry from OMol25: a structure of composition C11H19BrCl2O4PSZn in a non-equilibrium geometry (wB97M-V/def2-TZVPD).

Atoms and positions in Å:
C: -1.029 1.131 1.856
C: -0.379 0.399 1.159
P: 0.587 -0.788 0.107
Cl: 1.740 -2.257 -1.130
C: -1.121 -1.157 -0.885
C: -2.229 -0.122 -0.864
C: -2.143 1.348 -1.278
O: -3.435 1.900 -1.540
C: 1.099 0.499 -1.293
C: 1.234 0.097 -2.726
O: 2.153 -0.129 -3.357
Cl: -0.352 0.046 -3.952
C: 0.142 -2.351 1.143
S: -1.105 -2.274 2.398
O: -2.354 -1.887 1.775
O: -1.058 -3.538 3.099
C: 2.183 -0.284 1.129
Br: 2.124 -1.019 2.961
C: 2.716 1.169 1.325
C: 2.154 2.481 0.746
H: -1.540 1.865 2.478
H: -0.873 -1.635 -1.849
H: -1.632 -1.987 -0.378
H: -3.118 -0.615 -1.583
H: -2.774 -0.179 0.094
H: -1.474 1.591 -2.107
H: -1.799 1.918 -0.409
H: -3.862 1.457 -2.284
H: 0.617 1.469 -1.178
H: 2.168 0.681 -1.114
H: -0.271 -3.127 0.477
H: 1.041 -2.877 1.493
H: -0.736 -1.309 3.265
H: 2.975 -0.894 0.677
H: 3.762 1.152 0.971
H: 2.851 1.379 2.396
H: 1.102 2.678 0.955
H: 2.726 3.298 1.208
H: 2.328 2.604 -0.327
Zn: -2.413 -0.670 -3.243

Properties
- HOMO energy: -12.053 eV
- Net charge: +1
- Kohn-Sham gap: 4.029 eV
- LUMO level: -8.0 eV
- Electronic energy: -6744.17070 Ha